# 1
An isolated ion of composition C5H11N2 and charge +1 in a non-equilibrium geometry, computed with ωB97M-V/def2-TZVPD.

Properties
- Energy relative to the best compared isomer or geometry (same formula, charge and spin): 53.1 kcal per mole
- Total charge: +1
- Structure (SMILES): C[C@H]1[NH2+]C[C@H]2N[C@H]21
- Calculated total energy: -8334.818 eV
- Kohn-Sham gap: 10.7 eV

The geometry in XYZ format:
```
18
C5H11N2 | OMol25 | ωB97M-V/def2-TZVPD
C 2.093 -0.510 -0.217
C 0.894 0.347 0.281
N 0.054 0.985 -0.757
C -1.300 1.134 -0.194
C -1.582 -0.144 0.474
N -1.093 -1.232 -0.285
C -0.314 -0.810 0.813
H 2.442 -1.187 0.674
H 2.810 0.193 -0.702
H 1.721 -1.296 -0.826
H 1.303 0.950 1.135
H -0.093 0.267 -1.539
H 0.439 1.879 -1.017
H -1.952 1.422 -0.925
H -1.291 1.879 0.515
H -2.508 -0.175 1.050
H -1.509 -2.251 -0.136
H -0.114 -1.450 1.656
```

# 2
A 2-piece molecular cluster, C5H11N2 overall in a non-equilibrium geometry, computed with ωB97M-V/def2-TZVPD.

Properties
- Energy relative to the best compared isomer or geometry (same formula, charge and spin): 0.0 kcal per mole
- Expectation value of S²: 2.02
- Total charge: +1
- Calculated total energy: -8333.177 eV
- Multiplicity: 3
- Kohn-Sham gap (alpha / beta): 8.1 / 10.9 eV

The geometry in XYZ format:
```
18
C5H11N2 | OMol25 | ωB97M-V/def2-TZVPD
C -1.723 -0.276 -0.921
C -0.781 0.180 1.203
C -0.115 0.880 0.043
C 1.519 -1.631 -0.277
C 1.188 1.502 0.133
N -1.745 -0.592 0.403
N -0.720 0.587 -1.107
H -2.540 -0.456 -1.614
H -0.046 -0.578 1.667
H -1.318 0.813 1.901
H 1.809 -1.466 0.792
H 2.286 -2.141 -0.917
H 0.561 -1.463 -0.680
H 1.515 0.992 1.019
H 1.087 2.609 0.288
H 1.801 1.282 -0.765
H -2.340 -1.162 0.887
H -0.437 0.921 -2.054
```

# 3
An isolated ion of composition C5H11N2 and charge +1 in a non-equilibrium geometry, computed with ωB97M-V/def2-TZVPD.

Properties
- Energy relative to the best compared isomer or geometry (same formula, charge and spin): 58.3 kcal per mole
- Expectation value of S²: 2.01
- Total charge: +1
- Calculated total energy: -8330.649 eV
- Multiplicity: 3
- Kohn-Sham gap (alpha / beta): 8.4 / 8.5 eV

The geometry in XYZ format:
```
18
C5H11N2 | OMol25 | ωB97M-V/def2-TZVPD
C 1.236 0.008 0.131
C -0.833 -0.494 0.495
C 2.535 0.184 -0.505
C -1.478 -1.612 -0.320
C -1.011 1.955 0.315
N -0.580 0.785 -0.257
N 0.552 -0.933 0.682
H -1.523 -0.285 1.337
H 2.193 0.252 -1.607
H 3.113 -0.633 -0.382
H 3.127 1.158 -0.218
H -0.773 -1.869 -1.120
H -2.271 -1.172 -1.028
H -1.644 -2.391 0.400
H -1.356 1.702 1.309
H -0.313 2.773 0.325
H -1.729 2.482 -0.336
H 0.756 -1.909 0.779
```

# 4
An isolated ion of composition C5H11N2O and charge -1 in a non-equilibrium geometry, computed with ωB97M-V/def2-TZVPD.

Properties
- Energy relative to the best compared isomer or geometry (same formula, charge and spin): 42.9 kcal per mole
- Total charge: -1
- Structure (SMILES): [H]/N=C/[N-]CCCCO
- Calculated total energy: -10388.679 eV
- Kohn-Sham gap: 6.3 eV

The geometry in XYZ format:
```
19
C5H11N2O | OMol25 | ωB97M-V/def2-TZVPD
H 1.543 0.216 -3.137
N 1.798 0.274 -2.159
C 1.641 -1.006 -1.612
N 1.674 -1.594 -0.357
C 1.508 -0.692 0.807
C 0.480 0.415 0.513
C -0.880 -0.073 0.996
C -2.182 0.950 0.787
O -3.004 0.472 -0.307
H 1.676 -1.666 -2.426
H 1.273 -1.278 1.760
H 2.539 -0.307 1.063
H 0.567 0.688 -0.655
H 0.695 1.362 0.989
H -1.090 -0.920 0.377
H -0.960 -0.421 2.211
H -1.687 1.877 0.511
H -2.918 0.897 1.739
H -2.671 0.807 -1.099
```